No. 1
55
Properties=species:S:1:pos:R:3 method="wB97M-V/def2-TZVPD" total_charge=-1 de_lowest_ev=0.259
C -0.41874 -0.57865 1.35791
N 0.84593 -0.04427 1.91293
C 2.04533 -0.37094 1.10753
O 2.14701 -1.73978 0.89122
C -0.68002 -0.16397 -0.12165
N -0.98885 1.26547 -0.31125
C -2.39516 1.58729 -0.30213
O -2.96104 1.39825 0.99378
H -1.22953 -0.18850 1.99922
H -0.48713 -1.70099 1.42568
H 0.91214 -0.36428 2.86354
H 2.94735 -0.08178 1.66228
H 2.00426 0.16127 0.15218
H -1.47116 -0.80237 -0.56982
H 0.25159 -0.38666 -0.76522
H -0.43984 1.92958 0.28452
H -2.92030 0.99028 -1.01661
H -2.57882 2.63687 -0.46742
H -3.04106 0.40569 1.20403
H -0.38427 1.69541 2.57388
H -1.77900 2.07161 2.07487
O -1.04194 2.44583 2.56778
H 1.90777 -3.15333 -1.69712
H 0.60349 -3.31632 -0.22938
O 1.33201 -2.47939 -1.44942
H -0.25799 3.90512 2.03311
H 0.51476 4.43151 0.86419
O 0.42031 4.54954 1.79540
H 0.79962 -0.98496 -4.06566
H 0.80304 -2.24701 -3.03836
O 0.58583 -1.99270 -3.98249
H 1.83144 -2.03908 -0.08429
H 0.85108 -3.17298 1.29271
O 0.34360 -3.74395 0.69847
H 2.08453 3.29130 0.03205
H 1.27033 3.13514 -1.29256
O 1.47114 3.78580 -0.55597
H -4.17397 -1.45048 1.64612
H -2.81041 -1.89915 1.11135
O -3.30634 -1.19342 1.59691
H 3.20800 -0.29335 -2.07665
H 1.89942 -1.15062 -1.93682
O 2.30522 -0.30060 -2.34424
H 1.46529 1.22658 -2.43105
H 0.04549 1.68570 -2.03832
O 0.91099 1.98059 -2.44861
H -0.28922 -2.43050 -1.78917
H -1.23509 -2.29487 -2.99112
O -1.26227 -2.39824 -2.03059
H 1.82764 3.50051 2.02243
H 1.87364 1.95378 1.87208
O 2.42707 2.77480 1.74943
H -1.39194 -3.50670 0.57109
H -2.11866 -3.04221 -0.61503
O -2.27255 -3.29584 0.29428


No. 2
56
Properties=species:S:1:pos:R:3 method="wB97M-V/def2-TZVPD" total_charge=-1 de_lowest_ev=0.000
O 0.20930 1.63661 2.41362
C 0.88554 1.74019 1.31852
C 0.02824 1.89269 0.01751
C 0.69487 3.10676 -0.62215
S 1.72037 3.48910 0.85174
N 0.01699 0.69956 -0.84124
C -0.44482 -0.51909 -0.11745
N -1.61904 -1.13669 -0.75390
H 1.68532 0.99160 1.26263
H -1.03126 2.12903 0.29054
H -0.00991 3.95917 -0.85299
H 1.26777 2.90565 -1.52165
H 0.95592 0.52162 -1.25635
H -0.69888 -0.25055 0.92560
H 0.36350 -1.26999 -0.10448
H -1.46858 -1.40026 -1.73562
H -2.38794 -0.51824 -0.76086
H -2.45426 -1.56078 1.31334
H -3.00794 -0.38123 1.97584
O -2.65214 -1.27483 2.19333
H 3.03662 -0.72805 0.48092
H 3.44062 0.75921 0.17685
O 3.46443 -0.13246 -0.20968
H -3.32857 1.51850 -2.14704
H -1.83640 1.41329 -1.48706
O -2.79361 1.64177 -1.34603
H 1.32927 -3.26068 -1.62133
H 1.83232 -2.19873 -2.53009
O 1.35979 -3.04117 -2.52330
H 1.00615 0.06938 -3.43011
H -0.30073 0.59129 -3.03576
O 0.17309 0.29265 -3.79188
H 2.73875 -0.44302 -1.65075
H 3.14181 -0.50058 -3.15236
O 2.42173 -0.57650 -2.56495
H -1.72708 -3.38334 1.40672
H -1.75705 -3.00660 -0.11282
O -1.47788 -3.71946 0.57532
H 1.46839 -4.43984 0.31458
H 0.14395 -3.69533 0.26513
O 1.13257 -3.64826 0.10284
H -0.66980 -1.27530 -3.75807
H -0.17270 -2.63147 -3.20590
O -0.96214 -2.11459 -3.44777
H 1.81722 -2.45042 1.04233
H 1.48407 -1.36766 2.24167
O 2.22286 -1.69204 1.57689
H -3.26285 1.28556 0.28302
H -2.99705 1.75690 1.75891
O -3.47672 1.07607 1.20594
H -1.17897 2.43118 2.53430
H -2.25636 2.55025 3.59953
O -2.09345 2.78909 2.71366
H 0.28687 0.11515 3.04636
H -0.72573 -1.01752 3.04872
O 0.21953 -0.90027 3.14649


No. 3
67
Properties=species:S:1:pos:R:3 method="wB97M-V/def2-TZVPD" total_charge=-1 de_lowest_ev=8.938
O 5.87300 35.89900 1.08000
C 5.85200 35.05600 1.95000
O 5.46100 33.87600 1.57300
B 5.56500 33.04200 2.84300
O 5.45200 34.11300 3.86400
C 5.75900 35.18800 3.34400
O 5.61600 36.18300 3.97500
O 6.65500 32.17400 2.88400
C 6.14900 31.00400 2.92900
O 6.79100 29.97700 2.84400
C 4.75100 30.97500 2.91600
O 4.39900 32.24800 2.79400
O 4.02400 30.03500 3.14400
O 4.15800 31.52200 0.44900
H 3.74400 30.60400 0.20400
H 5.00300 31.44700 0.19800
O 1.45800 30.10300 4.30900
H 2.43800 30.33000 4.05500
H 0.96200 30.88500 4.13500
O 7.26600 38.49100 1.02100
H 6.78200 37.74300 1.14200
H 7.86000 38.70900 1.63300
O 7.00200 35.16500 -0.83800
H 6.25800 34.66400 -0.97600
H 7.29200 34.73700 0.00800
O 1.92400 34.05700 3.09200
H 2.15200 33.87600 2.25200
H 2.49700 34.87800 3.24800
O 7.93300 29.03300 0.59500
H 7.54700 28.72700 -0.27600
H 7.36100 29.18800 1.35900
O 4.58300 27.50400 4.28700
H 4.53000 27.59200 3.29900
H 5.32900 26.96500 4.39400
O 8.26700 31.02400 5.51700
H 7.45800 30.49400 5.49800
H 8.83700 30.51000 5.99100
O 2.58800 33.87900 0.90600
H 3.09200 33.13600 1.03200
H 2.74000 34.41400 0.12400
O 3.08600 28.88600 0.01000
H 2.53500 28.21700 -0.25100
H 3.47700 28.38600 0.74500
O 5.89500 38.82000 4.76800
H 5.71400 37.78700 4.77700
H 6.75900 39.29700 4.50500
O 6.88100 31.32000 0.11300
H 7.28100 30.47200 0.32200
H 7.35400 32.13700 0.50300
O 5.65700 29.76200 5.58800
H 4.92200 30.01800 6.02600
H 5.18300 29.01700 5.06400
O 4.77100 37.62000 -0.44500
H 3.91000 37.28000 -0.65000
H 5.31200 36.94700 -0.06200
O 8.28500 33.59400 0.34500
H 9.14100 33.46600 0.11600
H 8.19400 33.57600 1.41600
O 7.87500 27.51200 3.72400
H 7.13900 26.86100 3.76400
H 7.37300 28.15400 3.43100
O 4.40400 35.31100 6.69100
H 4.83200 35.72200 5.85300
H 3.85800 36.04600 6.85700
O 3.30400 37.45200 1.75900
H 3.81900 37.55600 1.01500
H 2.40100 37.57700 1.36900


No. 4
54
Properties=species:S:1:pos:R:3 method="wB97M-V/def2-TZVPD" total_charge=+1 de_lowest_ev=0.935
N 0.49974 -1.76899 -0.63814
C 0.25233 -0.48975 -1.39825
C -0.32170 -0.75084 -2.81640
C -1.37609 0.34149 -3.15327
N -2.36510 0.26947 -2.09818
C 1.52672 0.33143 -1.25823
N 1.87258 0.34851 0.16655
H 0.93038 -1.40781 0.23310
H -0.41278 -2.21761 -0.64394
H 1.21162 -2.33359 -1.11552
H -0.58888 -0.05211 -0.85312
H -0.90818 -1.65175 -2.63124
H 0.52181 -0.76088 -3.50626
H -1.76482 0.13647 -4.15458
H -0.82699 1.28362 -3.22945
H -3.21920 -0.23771 -2.28968
H -2.68776 1.15540 -1.73557
H 2.37593 -0.09423 -1.80141
H 1.50929 1.31284 -1.73791
H 1.37625 1.04014 0.69353
H 2.87565 0.38962 0.21017
H -0.63321 4.50665 -0.88600
H -0.13148 3.09036 -1.28079
O -0.88723 3.58332 -0.95810
H 2.96121 3.39293 0.64327
H 1.62134 3.37073 -0.03502
O 2.46760 2.92305 -0.03519
H -1.89545 -3.21018 1.45035
H -0.57423 -3.59977 0.74298
O -1.29153 -2.95517 0.73016
H 0.18913 2.27428 1.93422
H 0.73027 3.37514 2.75197
O 0.60226 3.15793 1.82089
H -3.87373 -1.71294 2.16110
H -3.23445 -2.54709 3.20850
O -3.00932 -2.07783 2.39225
H -1.99939 2.79169 2.21605
H -2.58613 1.27580 2.27017
O -1.85405 1.86964 2.43015
H -2.61732 2.88443 -0.72186
H -3.88399 2.35144 -0.33306
O -2.95228 2.21431 -0.09192
H -0.46524 0.52086 3.05937
H 0.80903 0.81095 3.74805
O 0.49923 0.51913 2.87828
H 1.37202 -2.41897 3.67284
H 0.73933 -1.18710 3.01569
O 1.25354 -1.99364 2.82135
H 3.48987 -1.72934 -2.35139
H 3.66912 -3.24317 -2.53391
O 3.02531 -2.53264 -2.60164
H 3.04049 -4.16189 0.58794
H 2.54478 -2.83301 0.84024
O 2.39372 -3.55360 0.21084


No. 5
56
Properties=species:S:1:pos:R:3 method="wB97M-V/def2-TZVPD" total_charge=-1 de_lowest_ev=0.000
C -1.01245 1.53222 -1.47349
O -2.38018 1.86816 -1.70190
C -0.96302 0.13326 -0.85078
C 0.52266 -0.32576 -0.70217
C 1.29735 -0.46428 -2.00079
O 1.06330 0.76787 0.08188
N -1.65130 -0.86466 -1.65273
H -0.54709 2.30417 -0.86198
H -0.50649 1.50211 -2.44024
H -1.28326 0.11163 0.19284
H 0.62577 -1.22448 -0.09720
H 1.74572 0.41587 -2.45624
H 2.12277 -1.17316 -1.89946
H 0.65138 -0.82247 -2.81361
H 5.10525 1.46453 -0.00985
H -1.32881 -0.75990 -2.60304
H -2.64551 -0.94129 -1.53215
H -2.18478 0.40708 3.60124
H -3.09590 -0.85865 2.29625
O -2.13346 -0.87695 2.30835
H 4.13358 0.30727 0.11010
H 1.73374 0.44038 0.71718
O 4.72582 0.74043 -0.51675
H -2.87355 2.15640 -0.92883
H -3.53062 2.14578 2.49909
O -3.86421 1.85211 1.64382
H -0.98092 -3.51557 1.70782
H -1.43151 -2.66447 0.40755
O -0.90755 -3.39609 0.73814
H -2.87082 2.35098 -3.80876
H -1.56690 3.02848 -3.73677
O -2.11810 2.56481 -4.37340
H 3.20026 2.58664 -1.72199
H 1.98954 1.88926 -1.10723
O 2.37880 2.77583 -1.26036
H 2.88160 -1.69204 1.26489
H 2.08248 -0.72665 2.31453
O 2.73617 -0.78410 1.59001
H -2.11857 -3.50366 3.89684
H -1.76774 -2.07703 2.87930
O -1.53557 -3.04185 3.30244
H 1.84206 -3.19721 0.08116
H 2.13192 -3.68334 1.39796
O 2.63294 -3.40638 0.61905
H 0.53995 -3.26856 -2.18671
H 0.09238 -4.26787 -1.02652
O 0.78904 -3.99611 -1.63281
H 0.85559 5.32007 -2.54911
H 1.95449 4.67552 -1.48902
O 1.41717 5.41400 -1.79565
H -0.95870 0.96318 4.23154
H -3.29543 1.05767 1.64848
O -1.91204 1.09261 4.25611
H -0.00595 -0.82903 2.69507
H -0.18821 0.45700 2.05700
O 0.40692 0.03625 2.69089


No. 6
57
Properties=species:S:1:pos:R:3 method="wB97M-V/def2-TZVPD" total_charge=+1 de_lowest_ev=0.357
N -1.83285 -3.48076 -0.64738
C -2.90042 -2.41177 -0.59358
C -2.39121 -1.17776 0.10044
S -0.93792 -0.50119 -0.80688
S 0.45041 0.17361 0.43456
C 0.06128 1.89180 0.97330
C 1.32554 2.73105 0.98200
N 1.69584 3.14221 -0.37448
H -2.21630 -4.38604 -0.93800
H -1.42254 -3.57966 0.35117
H -1.12576 -3.26058 -1.27180
H -3.82397 -2.82498 -0.07193
H -3.27588 -2.16878 -1.63191
H -2.17330 -1.37795 1.16737
H -3.15371 -0.41265 0.10626
H -0.41107 1.86963 1.91355
H -0.68093 2.41816 0.28233
H 1.04481 3.63990 1.59625
H 2.21599 2.18797 1.52623
H 2.06296 4.07933 -0.40667
H 2.37181 2.54547 -0.77093
H -1.16452 -0.95464 3.21227
H 0.32290 -1.44584 3.45526
O -0.58976 -1.76247 3.38199
H -0.80976 -3.01215 2.42766
H -0.45478 -4.50653 2.16517
O -0.95383 -3.78075 1.80987
H 2.50054 -1.37741 4.07587
H 1.79753 -0.07459 4.30759
O 1.88975 -0.74556 3.65838
H 4.54265 1.68425 -2.54012
H 4.00612 0.62584 -1.42073
O 3.77691 1.46638 -1.99654
H 2.28347 -2.16429 -2.18970
H 1.97683 -2.67396 -0.69971
O 2.68283 -2.51648 -1.34419
H 0.28011 -1.80781 -3.14239
H 1.23797 -0.69901 -3.56571
O 1.18406 -1.68323 -3.40822
H -2.53186 0.88791 2.34545
H -2.55193 0.60182 3.84546
O -2.02313 0.48656 3.07498
H -3.19596 3.28194 -1.68808
H -1.86194 2.51426 -1.63109
O -2.75047 2.56081 -1.24445
H 2.15531 1.16171 -3.09798
H 0.62008 1.53300 -3.11343
O 1.32749 0.99275 -3.54483
H -3.14875 2.00281 0.30807
H -4.28712 2.14256 1.30285
O -3.52357 1.56061 1.12308
H -0.20851 3.50309 -2.93937
H 0.39670 2.95085 -1.59810
O -0.28023 2.76562 -2.31078
H 3.82084 -1.38839 -0.85826
H 4.23340 -0.58044 0.44581
O 4.41780 -0.64623 -0.52599


No. 7
58
Properties=species:S:1:pos:R:3 method="wB97M-V/def2-TZVPD" de_lowest_ev=1.511
O -1.31930 0.13455 -0.09287
C -1.28398 -0.95418 -0.65082
N -0.14686 -1.45378 -1.20874
C 1.17838 -0.84773 -1.13828
C 1.78996 -0.20929 -2.38572
S 3.43696 0.46397 -1.92038
C -2.41410 -1.94200 -0.70705
H -0.21468 -2.31406 -1.71538
H 0.98793 -0.09397 -0.35963
H 1.84722 -1.56553 -0.66265
H 1.14025 0.51897 -2.84905
H 1.95488 -1.00393 -3.10499
H 4.10157 -0.62582 -2.34715
H -2.96688 -1.92188 0.23776
H -3.19319 -1.57908 -1.38565
H -2.14428 -2.99305 -0.76182
H -1.24014 -0.03871 -4.10488
H -0.06322 -0.33604 -5.00297
O -0.40652 -0.52501 -4.12130
H -0.87514 -4.11129 0.98933
H 0.64623 -4.50858 1.16002
O -0.21925 -4.83239 0.91403
H 1.94042 4.43153 -2.02914
H 0.92269 3.50151 -1.58882
O 1.31311 3.81702 -2.43488
H -3.05555 3.03571 0.61293
H -2.85440 2.28707 -0.70160
O -2.57602 3.07343 -0.22011
H -1.29437 2.60802 1.60571
H -1.91343 2.43737 2.77042
O -1.00562 2.66235 2.53767
H 1.55212 -1.16294 1.53964
H 1.76837 -1.56329 2.95524
O 1.15802 -1.71207 2.22945
H -0.02751 1.63199 -0.62631
H -0.63359 2.97532 -0.36808
O 0.21434 2.50129 -0.27828
H -1.56157 -2.42135 -3.63131
H -0.64278 -3.59781 -3.26532
O -1.10338 -3.18522 -3.98427
H -1.54125 -3.35793 2.94557
H -1.09852 -2.27582 1.97417
O -1.74042 -2.99678 2.07874
H 1.01015 2.74942 2.58632
H 2.44458 2.18733 2.26520
O 1.83962 2.44588 2.96805
H 2.92114 2.73474 -0.46184
H 1.77638 2.98899 0.47858
O 2.75045 3.01359 0.44565
H -3.83452 0.57111 2.27358
H -2.55358 0.75643 1.68531
O -3.46345 1.05722 1.52204
H 3.83496 0.38250 1.31219
H 3.29106 0.11596 2.67562
O 3.45700 -0.33708 1.83729
H -0.33724 -0.73280 3.74683
H -0.60270 0.36346 2.55662
O -0.95036 -0.24733 3.20530


No. 8
57
Properties=species:S:1:pos:R:3 method="wB97M-V/def2-TZVPD" total_charge=-1 de_lowest_ev=2.167
C -0.11659 0.55055 1.41247
C 0.06382 -0.77547 2.09332
C 1.49115 -1.38918 1.94717
O 1.77230 -1.17632 0.54379
C -1.50609 1.11384 1.71591
O -2.01160 1.92031 0.65150
H 0.64923 1.31822 1.59964
H -0.04476 0.58221 0.32451
H -0.47352 -1.62500 1.62132
H -0.33027 -0.80047 3.12977
H 2.23920 -0.74486 2.42350
H 1.64779 -2.45076 2.13675
H -1.73191 1.70530 2.60665
H -2.20734 0.27604 1.80698
H -1.64360 1.86176 -0.23425
H -3.40202 2.81322 2.70453
H -2.75737 3.69244 1.55666
O -3.06421 3.67291 2.46214
H -1.42014 0.50245 4.42976
H -1.98136 -0.84603 4.06690
O -1.37543 -0.42629 4.68444
H 3.95831 1.41374 1.39801
H 4.13968 1.07409 2.81692
O 3.92804 1.82133 2.24778
H 1.09084 -0.20212 -5.02953
H 0.66478 -1.41599 -4.24260
O 0.28604 -0.64865 -4.75040
H -1.02746 0.60617 -1.90981
H -2.08335 1.03524 -2.81181
O -1.98243 0.55367 -1.98441
H 0.81392 1.69715 -3.05289
H 0.72087 1.90112 -1.63711
O 0.26527 2.20501 -2.43841
H 3.44762 2.72467 -0.95049
H 3.00999 1.19887 -1.11193
O 2.77591 2.07555 -0.73997
H -3.99452 -1.65087 0.31726
H -4.21399 -0.23581 -0.17098
O -4.24016 -0.76847 0.62801
H -0.59841 -1.35595 -1.47463
H 1.07377 -2.08549 -2.25736
O 0.11596 -1.97204 -1.30930
H 2.79863 3.66988 2.20390
H 2.05652 2.82212 1.21137
O 2.44717 3.69330 1.31119
H -0.78174 -4.87592 -0.76887
H -0.65811 -3.36930 -1.19054
O -1.29985 -4.14698 -1.11624
H 2.79442 -0.71835 -1.08698
H 2.88610 -0.70495 -2.61968
O 3.31082 -0.34099 -1.82276
H 1.05884 -1.62901 0.00220
H 1.69680 -2.99391 -3.36503
O 1.76129 -2.07622 -3.10129
H -3.43652 -1.60411 -1.77390
H -2.92763 -3.00953 -1.71484
O -3.65467 -2.46212 -1.38831